(1)
Computed, not measured: a cluster of 2 separate species, C7H12ClN3O in total in a non-equilibrium geometry, with ωB97M-V/def2-TZVPD.

The geometry in XYZ format:
```
24
Properties=species:S:1:pos:R:3:forces:R:3
C -2.478 0.793 -1.092 0.741 -1.404 1.064
C -1.824 -0.302 -0.588 -1.135 2.409 -0.047
C -2.258 -1.659 -0.965 -0.001 -2.117 1.709
N -0.774 -0.172 0.340 -1.525 -0.960 0.068
C 0.212 0.586 0.369 0.371 -0.013 -0.883
Cl 0.751 1.464 -1.101 0.220 0.491 0.231
N 1.010 0.717 1.420 2.583 1.780 0.751
C 2.342 1.412 1.437 -2.041 -1.491 1.021
C 0.573 0.290 2.699 -1.157 -0.795 1.632
H -3.421 0.680 -1.693 1.336 0.418 0.632
H -2.044 1.711 -0.689 -0.874 0.256 -0.655
H -1.419 -2.391 -0.773 -1.295 0.429 0.422
H -2.224 -1.611 -1.994 -0.552 -0.258 -2.534
H -3.325 -2.016 -0.646 2.192 0.695 -0.228
H 2.603 1.604 2.478 0.212 -0.296 -0.359
H 3.029 0.864 0.871 1.403 -1.140 -0.347
H 2.254 2.298 0.945 -0.301 2.782 -1.218
H 0.388 -0.773 2.671 -0.140 -0.538 0.134
H 1.280 0.464 3.546 -0.329 0.133 -1.109
H -0.392 0.747 2.968 0.232 -0.012 -0.050
N 0.858 -1.503 -2.214 -3.971 1.709 2.729
C 1.827 -1.215 -2.834 1.146 -0.677 -0.652
O 2.801 -1.222 -3.454 1.136 0.680 -0.769
H 0.231 -0.766 -1.700 1.747 -2.082 -1.544
```
Forces are in eV/Å.

## Properties
E_HOMO = -0.3083 hartree
LUMO level = 0.549 eV
Net charge = 0
Strongest force on any atom = 5.112 eV/A
Relative energy (zero: lowest compared OMol25 entry of this formula, charge and spin) = 0.000 eV
HOMO-LUMO gap = 0.328 Eh
Structure (SMILES) = C=C(C)/N=C(\Cl)N(C)C.N=C=O



(2)
Computed, not measured: a cluster of 2 separate species, C7H12ClNO2 in total, with ωB97M-V/def2-TZVPD.

The geometry in XYZ format:
```
23
Properties=species:S:1:pos:R:3:forces:R:3
O 2.175 1.485 -0.951 -0.513 0.568 -0.185
N 3.154 0.747 -0.706 0.728 -0.521 -0.111
C 3.517 0.313 0.454 -0.038 -0.043 0.050
Cl 4.890 -0.686 0.608 0.070 -0.051 -0.061
H 3.729 0.452 -1.518 -0.119 0.065 0.373
H 2.947 0.565 1.334 -0.041 0.053 -0.059
C -0.913 2.382 1.056 -0.034 0.335 -0.140
O -0.886 1.101 1.645 0.017 -0.417 0.003
C -0.895 0.021 0.815 0.157 -0.161 0.091
C -1.063 -1.229 1.236 0.054 -0.009 0.000
C -0.999 -2.210 0.102 -0.081 -0.051 0.049
C -0.431 -1.376 -1.057 -0.110 0.048 0.010
C -0.674 0.092 -0.673 0.059 0.321 -0.141
H -0.771 3.084 1.881 -0.036 -0.038 -0.206
H -1.883 2.578 0.579 0.139 0.000 0.059
H -0.112 2.514 0.320 -0.088 -0.001 0.137
H -1.254 -1.530 2.249 -0.062 0.065 0.302
H -1.999 -2.590 -0.131 0.017 -0.097 -0.027
H -0.369 -3.070 0.335 -0.045 -0.061 -0.050
H 0.642 -1.554 -1.140 0.043 0.014 -0.030
H -0.889 -1.629 -2.013 0.080 -0.012 -0.034
H 0.178 0.723 -0.934 -0.176 -0.047 -0.016
H -1.559 0.498 -1.172 -0.021 0.041 -0.013
```
Forces are in eV/Å.

## Properties
E_HOMO = -0.2894 hartree
LUMO level = 0.600 eV
Net charge = 0
Strongest force on any atom = 0.902 eV/A
Relative energy (zero: lowest compared OMol25 entry of this formula, charge and spin) = 0.286 eV
HOMO-LUMO gap = 0.311 Eh
Structure (SMILES) = [O-]/[NH+]=C/Cl.COC1=CCCC1



(3)
Computed, not measured: a cluster of 2 separate species, C7H12ClNO2 in total in a non-equilibrium geometry, with ωB97M-V/def2-TZVPD.

The geometry in XYZ format:
```
23
Properties=species:S:1:pos:R:3:forces:R:3
C -0.360 1.870 0.339 -0.610 0.614 0.857
C -0.983 1.154 1.566 0.997 -2.047 -0.697
C 0.556 0.812 -0.328 -0.122 -0.676 -0.821
C -1.334 -0.284 0.903 -2.303 0.669 3.007
C -0.210 -0.516 0.003 0.317 0.006 -1.189
C 1.628 -2.009 -0.338 1.563 -0.921 -1.573
C -1.246 -1.078 -2.060 0.512 2.349 1.021
N -1.533 -2.318 -1.770 -0.589 -1.333 0.409
O -0.563 -3.097 -1.838 0.322 -0.224 0.119
O 0.391 -1.656 0.242 -0.006 1.156 -0.088
Cl -2.587 0.045 -2.164 0.242 -0.130 -0.179
H -1.286 2.057 -0.311 1.692 0.333 0.499
H 0.191 2.795 0.727 -0.870 -1.052 -1.175
H -0.262 0.861 2.307 0.877 0.445 0.410
H -1.733 1.705 2.127 -0.524 -0.192 -0.548
H 0.721 0.948 -1.442 -0.379 -0.072 1.316
H 1.587 0.751 0.110 -0.919 0.059 -0.068
H -1.521 -1.163 1.634 0.829 1.467 -1.053
H -2.352 -0.103 0.556 0.280 -0.298 -1.191
H 1.551 -3.054 -0.154 0.418 -1.108 -0.574
H 2.580 -1.754 0.179 -0.987 0.903 0.170
H 1.771 -1.843 -1.468 -0.759 0.028 1.809
H -0.324 -0.788 -2.537 0.021 0.023 -0.461
```
Forces are in eV/Å.

## Properties
E_HOMO (alpha / beta) = -0.2949 / -0.2949 hartree
LUMO level (alpha / beta) = -0.385 / -0.387 eV
Net charge = 0
Strongest force on any atom = 3.846 eV/A
Relative energy (zero: lowest compared OMol25 entry of this formula, charge and spin) = 2.305 eV
HOMO-LUMO gap (alpha / beta) = 0.281 / 0.281 Eh



(4)
Computed, not measured: a structure of composition C7H12CrNO2S3Se in a non-equilibrium geometry, with ωB97M-V/def2-TZVPD.

The geometry in XYZ format:
```
27
Properties=species:S:1:pos:R:3:forces:R:3
Cr -1.021 0.145 -1.829 -0.200 -1.600 2.618
C -0.595 1.255 1.715 -2.077 0.758 0.756
C -1.604 0.125 1.968 1.476 -0.185 0.466
S -1.847 -0.983 0.611 -0.314 -1.075 -1.570
C -0.416 -2.102 0.542 1.661 0.215 1.906
C 0.982 -1.422 0.468 -0.082 -0.763 -0.467
S 1.288 -0.341 -1.037 -0.082 -0.728 0.504
C 2.000 1.151 -0.213 -0.471 0.061 -0.966
C 1.053 2.376 -0.209 1.053 -0.092 -0.346
S -0.662 1.913 0.029 -0.302 0.628 -0.040
H 0.390 1.037 1.979 1.551 -0.701 0.185
H -0.903 2.033 2.442 0.272 0.074 -0.706
H -2.551 0.559 2.237 -0.551 -0.046 -0.135
H -1.279 -0.498 2.825 -0.148 0.432 -0.302
H -0.560 -2.705 -0.330 -0.322 -0.589 -0.381
H -0.306 -2.776 1.466 -0.710 0.853 -1.277
H 1.799 -2.179 0.473 -0.755 0.287 -0.298
H 1.129 -0.873 1.384 0.118 0.600 0.045
H 2.994 1.337 -0.711 -1.037 -0.072 0.903
H 2.035 0.805 0.811 0.921 0.105 0.092
H 1.119 2.996 -1.112 -0.166 -0.384 0.038
H 1.416 3.015 0.598 -0.379 0.145 0.095
O -1.963 1.584 -2.789 -1.036 -0.225 0.091
O -0.712 1.474 -3.000 1.362 1.572 -1.756
Se 0.154 -4.032 -2.475 -0.864 1.816 -0.359
C -0.696 -2.437 -2.802 2.635 -5.293 0.640
N -1.244 -1.457 -3.043 -1.553 4.206 0.265
```
Forces are in eV/Å.

## Properties
E_HOMO (alpha / beta) = -0.4145 / -0.4155 hartree
LUMO level (alpha / beta) = -5.128 / -5.737 eV
Net charge = +1
Strongest force on any atom = 5.947 eV/A
HOMO-LUMO gap (alpha / beta) = 0.226 / 0.205 Eh
2S+1 = 5



(5)
Computed, not measured: a cluster of 2 separate species, C7H12F2S in total in a non-equilibrium geometry, with ωB97M-V/def2-TZVPD.

The geometry in XYZ format:
```
22
Properties=species:S:1:pos:R:3:forces:R:3
C 1.026 0.031 0.735 -1.724 1.170 0.463
C 0.234 0.972 0.036 0.231 0.344 1.170
C 3.512 -0.075 0.319 -1.060 1.378 0.113
C -2.872 -0.458 -1.472 1.116 0.277 -2.344
C 2.145 -0.665 0.087 -0.469 -1.255 -2.691
C -2.502 -0.451 -0.029 2.598 -0.796 -2.704
C -0.933 1.523 0.495 -0.494 -0.667 0.998
F -1.266 1.528 1.824 0.180 0.073 -1.056
F -1.618 2.451 -0.165 0.138 0.265 0.162
S -1.223 -1.498 0.402 -1.291 -0.533 0.173
H 0.908 -0.033 1.846 0.049 0.079 -1.092
H 0.334 1.269 -0.994 0.600 -0.511 -0.446
H 4.179 -0.599 -0.295 1.290 -0.460 -0.968
H 3.813 -0.205 1.323 0.422 -0.057 1.262
H 3.498 1.016 0.099 0.186 -0.745 0.005
H -2.289 -1.340 -2.009 -1.673 1.583 0.875
H -2.532 0.482 -2.074 -0.308 -1.284 1.193
H -3.980 -0.438 -1.647 0.945 -0.601 0.172
H 1.949 -0.540 -1.060 0.297 -0.578 1.824
H 2.159 -1.795 0.294 -0.114 1.540 -0.176
H -3.110 0.044 0.616 -1.342 1.028 2.190
H -1.430 -1.219 1.671 0.420 -0.250 0.878
```
Forces are in eV/Å.

## Properties
E_HOMO (alpha / beta) = -0.2602 / -0.2562 hartree
LUMO level (alpha / beta) = 0.452 / 0.287 eV
Net charge = 0
Strongest force on any atom = 3.833 eV/A
Relative energy (zero: lowest compared OMol25 entry of this formula, charge and spin) = 1.754 eV
HOMO-LUMO gap (alpha / beta) = 0.277 / 0.267 Eh



(6)
Computed, not measured: the molecule C7H12FN2P in a non-equilibrium geometry, with ωB97M-V/def2-TZVPD.

The geometry in XYZ format:
```
23
Properties=species:S:1:pos:R:3:forces:R:3
H -1.090 1.548 -1.294 0.828 -0.793 -0.565
N -1.462 1.408 -0.382 -1.706 1.112 0.532
C -1.229 0.445 0.405 2.330 0.561 -3.633
C -1.877 0.570 1.629 -3.672 1.961 4.037
F -1.563 -0.298 2.636 0.260 0.279 -0.775
P -3.082 1.857 1.903 1.943 -1.445 -2.277
H -3.107 1.703 3.238 -0.133 -0.642 1.873
C -0.100 -0.531 0.129 -0.370 0.059 -0.106
C 1.151 0.188 0.545 1.447 0.390 2.243
N 2.057 0.484 -0.252 0.230 -0.825 -1.803
C 3.376 0.978 0.045 -2.041 -1.206 0.521
C -0.064 -1.057 -1.321 -1.716 0.513 1.645
C -1.297 -1.868 -1.681 0.113 0.462 0.873
H -0.266 -1.276 0.848 0.144 -1.635 0.949
H 1.353 0.432 1.655 -0.812 -0.571 -1.083
H 4.104 0.369 -0.381 1.068 -0.910 -1.506
H 3.664 0.971 1.041 0.010 0.155 2.582
H 3.390 1.940 -0.293 0.580 2.603 -1.168
H 0.154 -0.163 -1.809 -0.014 1.177 -1.884
H 0.689 -1.710 -1.507 3.034 -1.427 0.019
H -1.265 -2.754 -0.976 -0.550 0.713 -1.288
H -2.073 -1.187 -1.431 -1.536 0.012 0.476
H -1.465 -2.049 -2.749 0.562 -0.544 0.337
```
Forces are in eV/Å.

## Properties
E_HOMO (alpha / beta) = -0.3195 / -0.3197 hartree
LUMO level (alpha / beta) = -0.949 / -0.953 eV
Net charge = 0
Strongest force on any atom = 5.799 eV/A
Relative energy (zero: lowest compared OMol25 entry of this formula, charge and spin) = 0.399 eV
HOMO-LUMO gap (alpha / beta) = 0.285 / 0.285 Eh
Structure (SMILES) = [H]/N=C(/C(F)=P/[H])[C@H](/C=N/C)CC



(7)
Computed, not measured: the ion C7H12FN2S with charge +1 in a non-equilibrium geometry, with ωB97M-V/def2-TZVPD.

The geometry in XYZ format:
```
23
Properties=species:S:1:pos:R:3:forces:R:3
C -2.524 0.473 0.411 0.457 1.060 -1.079
C 2.624 1.622 0.482 -0.682 1.352 -2.835
C -1.267 -1.196 -0.727 -0.380 1.446 -0.630
C -0.708 0.076 -1.510 -0.766 -1.528 -0.096
C 2.478 0.318 -0.189 -0.491 -1.912 -0.441
C 1.424 1.298 -0.307 -1.674 -0.730 0.876
C 2.250 -0.879 0.712 0.136 2.250 2.338
N -2.249 -0.808 0.281 -0.295 -0.705 1.296
N -3.458 0.955 1.190 -0.727 -1.420 1.122
F 0.944 -1.016 1.188 0.462 0.615 0.280
S -0.185 1.473 -0.433 0.099 -0.246 -0.937
H 2.439 1.802 1.476 -0.005 -0.086 2.426
H 3.099 2.417 -0.039 1.135 0.512 -0.135
H -1.693 -1.826 -1.513 -0.210 0.042 0.156
H -0.600 -1.763 -0.158 1.796 -0.797 0.083
H 0.053 -0.279 -2.283 -0.808 0.850 1.206
H -1.638 0.465 -2.007 1.112 0.017 0.261
H 2.909 0.013 -1.132 0.802 0.485 -0.001
H 3.006 -0.786 1.523 -0.996 0.302 0.246
H 2.492 -1.787 0.370 0.741 -3.216 -2.379
H -2.339 -1.478 1.093 -0.346 0.741 -1.329
H -3.664 1.924 1.140 -0.009 0.588 0.061
H -4.121 0.393 1.759 0.647 0.379 -0.491
```
Forces are in eV/Å.

## Properties
E_HOMO (alpha / beta) = -0.4339 / -0.4340 hartree
LUMO level (alpha / beta) = -4.734 / -4.732 eV
Net charge = +1
Strongest force on any atom = 4.068 eV/A
Relative energy (zero: lowest compared OMol25 entry of this formula, charge and spin) = 2.329 eV
HOMO-LUMO gap (alpha / beta) = 0.260 / 0.260 Eh



(8)
Computed, not measured: a cluster of 2 separate species, C7H12FNO2S in total in a non-equilibrium geometry, with ωB97M-V/def2-TZVPD.

The geometry in XYZ format:
```
24
Properties=species:S:1:pos:R:3:forces:R:3
O 0.104 0.169 -0.504 1.425 -2.969 2.421
C 0.542 -0.690 0.205 0.112 -0.220 0.212
C 1.848 -1.476 0.305 0.151 0.138 -0.079
N 1.229 -2.280 1.384 0.145 -0.042 0.246
C -0.001 -1.456 1.421 -0.291 -0.023 -0.063
C -0.284 -0.611 2.658 -0.114 -0.018 0.006
S 1.232 0.250 3.204 -0.010 -0.015 -0.083
H 2.692 -0.840 0.605 -0.114 -0.081 -0.027
H 2.126 -2.052 -0.583 -0.057 0.084 0.059
H 1.753 -2.283 2.253 -0.085 0.007 -0.140
H -0.903 -2.041 1.192 0.118 0.099 0.009
H -1.053 0.122 2.399 0.097 -0.098 0.043
H -0.660 -1.243 3.468 0.062 0.082 -0.129
H 0.635 1.094 4.054 -0.016 -0.031 -0.026
C -1.199 2.114 -0.778 -0.361 1.061 0.243
C -1.233 1.744 -2.046 0.378 -0.030 0.374
F -2.215 2.196 -2.867 -0.261 0.146 -0.120
C -0.295 0.854 -2.800 0.539 0.459 -0.680
O -0.984 -0.189 -3.457 -0.322 -0.033 -0.313
H -1.937 2.794 -0.368 -0.035 0.060 -0.256
H -0.423 1.728 -0.117 -0.875 1.153 -0.402
H 0.276 1.471 -3.515 -0.244 -0.021 -0.078
H 0.413 0.394 -2.113 -0.269 0.501 -1.225
H -1.664 0.230 -3.999 0.028 -0.209 0.008
```
Forces are in eV/Å.

## Properties
E_HOMO = -0.3328 hartree
LUMO level = 0.448 eV
Net charge = 0
Strongest force on any atom = 4.087 eV/A
Relative energy (zero: lowest compared OMol25 entry of this formula, charge and spin) = 1.818 eV
HOMO-LUMO gap = 0.349 Eh
Structure (SMILES) = O=C1CN[C@H]1CS.C=C(F)CO